No. 1
Entry from the OMol25 dataset: a molecular structure, C18H15I3O3RhS (the ωB97M-V functional and the def2-TZVPD basis).

Geometry as XYZ:
```
41
Properties=species:S:1:pos:R:3:lowdin_charge:R:1
Rh -0.0480 -0.2210 -0.1724 0.653
I 1.0263 2.2972 -0.8147 1.123
C 1.6142 3.7596 0.6398 -1.124
I 0.1507 4.7383 1.8070 0.798
H 2.0431 4.5262 0.0050 -0.044
H 2.3734 3.3189 1.2731 -0.025
I -0.7566 -2.8051 -0.0278 1.354
C -1.4824 -2.5544 1.9007 -0.595
C -2.1498 -3.5429 2.5653 -0.104
C -2.5738 -3.3000 3.8834 -0.043
C -2.3026 -2.1004 4.4810 0.000
C -1.6067 -1.0829 3.7919 -0.150
C -1.3043 0.1533 4.4190 0.025
C -0.6210 1.1300 3.7579 -0.044
C -0.2251 0.9228 2.4242 -0.109
C -0.5218 -0.2438 1.7470 -0.251
C -1.1964 -1.2992 2.4540 -0.249
H -2.3518 -4.4968 2.0971 0.112
H -3.1092 -4.0717 4.4185 0.120
H -2.6194 -1.9137 5.4991 0.126
H -1.6202 0.3016 5.4446 0.131
H -0.3818 2.0675 4.2407 0.107
H 0.3091 1.7140 1.9300 -0.011
C -0.0262 -4.2654 -7.4801 -0.034
C -0.0065 -3.2934 -6.3366 -0.244
C 0.0224 -1.9205 -6.5595 -0.010
C 0.0615 -1.0235 -5.5047 -0.026
C 0.0586 -1.5148 -4.2072 -0.287
C 0.0304 -2.8841 -3.9567 -0.049
C -0.0039 -3.7615 -5.0195 -0.018
S 0.1441 -0.3855 -2.8893 0.454
O 0.5020 0.9028 -3.4076 -0.371
O -1.1321 -0.3669 -2.1003 -0.433
O 1.1207 -0.9201 -1.8717 -0.485
H -0.0549 -3.7520 -8.4389 0.081
H -0.8952 -4.9216 -7.4156 0.091
H 0.8623 -4.8982 -7.4578 0.092
H 0.0200 -1.5451 -7.5746 0.122
H 0.0952 0.0428 -5.6782 0.121
H 0.0514 -3.2606 -2.9429 0.071
H -0.0224 -4.8282 -4.8330 0.125
```

The energy relative to the best compared isomer or geometry (same formula, charge and spin) comes out at 42.1 kcal/mol. The LUMO energy (alpha / beta) is -5.70 / -6.00 eV. As for the molecular weight: 795.00 g/mol. The total charge is +1. As for the HOMO-LUMO gap (alpha / beta): 6.14 / 5.87 eV. As for the total energy: -63188.5493 eV.

No. 2
Entry from the OMol25 dataset: a single C3H4FNS2 molecule (the ωB97M-V functional and the def2-TZVPD basis).

Geometry as XYZ:
```
11
Properties=species:S:1:pos:R:3:lowdin_charge:R:1
F -0.4056 -1.1277 1.3163 -0.089
C -0.9875 0.0387 0.9444 -0.413
C -0.5558 0.6366 -0.3973 -0.799
S 1.0795 1.3327 -0.2806 0.858
C 1.8590 -0.2829 -0.4415 -0.482
N 1.1077 -1.1885 -0.9963 -0.435
S -0.5025 -1.0866 -1.2966 0.898
H -2.1325 -0.1168 0.4495 0.135
H -1.1424 0.7309 1.9693 0.174
H -1.2022 1.5049 -0.8084 0.105
H 2.8822 -0.4413 -0.4590 0.048
```

The energy relative to the best compared isomer or geometry (same formula, charge and spin) comes out at 47.0 kcal/mol. The LUMO energy is 0.53 eV. As for the molecular weight: 137.20 g/mol. The total charge is 0. As for the HOMO-LUMO gap: 8.95 eV. As for the total energy: -29051.0022 eV.

No. 3
Entry from the OMol25 dataset: 2 unconnected molecules or ions with the total composition C5H16NO (the ωB97M-V functional and the def2-TZVPD basis).

Geometry as XYZ:
```
23
Properties=species:S:1:pos:R:3:lowdin_charge:R:1
C -0.2934 -0.3680 1.1160 -0.134
C -0.2529 0.0955 -0.3240 -0.183
C 0.8852 1.1256 -0.5785 -0.198
C 2.2456 0.4232 -0.6850 -0.262
C 2.4895 -0.2204 -2.0330 -0.103
N -1.4677 0.2612 1.8382 0.170
H 0.5933 -0.0549 1.6482 0.124
H -0.4144 -1.4463 1.2021 0.134
H -0.1004 -0.7299 -1.0262 0.120
H -1.1861 0.5846 -0.6249 0.116
H 0.6557 1.5866 -1.5272 0.108
H 0.8914 1.8304 0.2542 0.110
H 3.0463 1.1183 -0.4218 0.113
H 2.3234 -0.3327 0.1021 0.102
H 1.9989 -1.1754 -2.1869 0.070
H 3.5434 -0.3841 -2.2448 0.079
H 2.1458 0.4148 -2.8437 0.076
H -1.2305 1.1858 2.1904 0.172
H -2.2500 0.3943 1.1851 0.118
H -1.9105 -0.3333 2.5398 0.159
H -3.4935 -1.8825 0.4252 0.070
H -4.5888 -1.0208 1.0662 0.079
O -3.6305 -1.0719 0.9287 -0.040
```

The energy relative to the best compared isomer or geometry (same formula, charge and spin) comes out at 13.3 kcal/mol. The LUMO energy is -3.26 eV. As for the molecular weight: 106.19 g/mol. The total charge is +1. As for the HOMO-LUMO gap: 11.24 eV. As for the total energy: -8975.9396 eV.

No. 4
Entry from the OMol25 dataset: a gas-phase ion, C6H7O (charge +1) (the ωB97M-V functional and the def2-TZVPD basis).

Geometry as XYZ:
```
14
Properties=species:S:1:pos:R:3:lowdin_charge:R:1
C -1.0755 -0.2943 1.2237 0.025
C -0.0865 0.2399 2.0325 -0.071
C -0.6040 -0.3513 -0.0936 0.009
C 1.1223 0.3284 0.1755 -0.080
C 1.9749 0.6078 -0.7423 0.139
C -1.0925 -0.5885 -1.4251 -0.008
O 1.0543 0.5194 1.6051 0.124
H -1.9774 -0.5883 1.7242 0.132
H -0.3491 0.5247 3.0455 0.171
H 2.9258 1.1941 -0.7057 0.125
H 1.8833 0.3028 -1.7819 0.097
H -1.4737 -1.6198 -1.4109 0.132
H -0.2967 -0.3036 -2.0506 0.066
H -2.0052 0.0287 -1.5966 0.139
```

The energy relative to the best compared isomer or geometry (same formula, charge and spin) comes out at 43.8 kcal/mol. The LUMO energy is -5.96 eV. As for the molecular weight: 95.12 g/mol. The total charge is +1. As for the HOMO-LUMO gap: 9.58 eV. As for the total energy: -8372.2952 eV.

No. 5
Entry from the OMol25 dataset: a molecular structure, C19H33AlGe2O7P2S3 (the ωB97M-V functional and the def2-TZVPD basis).

Geometry as XYZ:
```
67
Properties=species:S:1:pos:R:3:lowdin_charge:R:1
Al -1.2945 -0.7430 0.9857 -0.405
C 4.3924 -0.4489 1.9370 -0.185
C 2.9116 -0.6191 1.6498 -0.366
Ge 2.3546 0.4889 0.0411 0.897
C 2.3477 -0.7132 -1.5829 -0.360
C 3.7538 -1.1290 -1.9860 -0.181
C 3.7290 1.9206 -0.1943 -0.235
C 3.0964 3.1034 -0.1267 -0.367
Ge 1.1412 2.6667 0.0076 0.926
C 0.2690 3.3611 1.6958 -0.348
C 0.1414 4.8679 1.8103 -0.172
C 0.2080 2.8945 -1.7866 -0.366
C -0.1870 4.3032 -2.1961 -0.178
C 3.6793 4.4353 -0.1458 -0.243
C 2.8418 5.5388 -0.3124 -0.063
C 3.3383 6.8268 -0.2908 -0.078
C 4.6937 7.0423 -0.1059 -0.094
C 5.5401 5.9591 0.0650 -0.087
C 5.0425 4.6704 0.0506 -0.033
H 4.7234 -1.0956 2.7492 0.066
H 4.6056 0.5825 2.2089 0.063
H 4.9674 -0.6911 1.0460 0.059
H 2.3186 -0.3327 2.5200 0.054
H 2.6917 -1.6586 1.4114 0.020
H 1.8693 -0.1726 -2.4012 0.049
H 1.7422 -1.5911 -1.3616 0.036
H 4.3724 -0.2494 -2.1584 0.058
H 3.7392 -1.7255 -2.8983 0.066
H 4.2127 -1.7255 -1.2004 0.060
H 4.8017 1.8315 -0.3256 0.052
H 0.8609 2.9685 2.5241 0.063
H -0.7171 2.9139 1.7661 -0.023
H 1.1173 5.3427 1.8455 0.055
H -0.3984 5.1297 2.7176 0.070
H -0.4093 5.2727 0.9659 0.058
H -0.6752 2.2586 -1.7623 -0.010
H 0.8968 2.4730 -2.5217 0.055
H -0.8326 4.7529 -1.4447 0.060
H -0.7299 4.2880 -3.1416 0.068
H 0.6907 4.9325 -2.3268 0.054
H 1.7822 5.3654 -0.4534 0.071
H 2.6656 7.6646 -0.4069 0.104
H 5.0848 8.0482 -0.0855 0.099
H 6.5957 6.1280 0.2194 0.101
H 5.7113 3.8373 0.2084 0.104
S -3.4996 2.5087 2.2473 0.585
C -2.5222 1.3056 1.7599 -1.656
S -1.6876 0.2683 2.9447 0.669
S -2.1944 1.0361 0.0548 0.705
C -1.0123 -5.3793 2.3223 -0.047
C -1.1404 -4.2142 1.3604 -0.592
O -1.3766 -4.5941 0.0187 -0.045
P -2.6368 -3.2568 1.6912 0.562
O -2.8562 -2.9966 3.2123 -0.052
O -3.8785 -4.1162 1.2943 -0.027
O -2.6379 -1.9472 0.9247 -0.198
P 0.3869 -3.1957 1.3342 0.412
O 0.5715 -2.9473 2.8994 -0.094
O 1.4509 -3.9172 0.6446 -0.222
O 0.0131 -1.8055 0.7354 -0.219
H -1.8611 -6.0527 2.2161 0.095
H -0.9883 -5.0067 3.3441 0.086
H -0.0913 -5.9252 2.1201 0.098
H -0.5168 -4.8026 -0.3847 0.111
H -2.7328 -2.0684 3.4678 0.053
H -3.8840 -4.4259 0.3841 0.113
H 1.4822 -2.7674 3.1417 0.091
```

The energy relative to the best compared isomer or geometry (same formula, charge and spin) comes out at 13.2 kcal/mol. The LUMO energy is -0.12 eV. As for the molecular weight: 703.82 g/mol. The total charge is 0. As for the HOMO-LUMO gap: 7.96 eV. As for the total energy: -205292.2759 eV.

No. 6
Entry from the OMol25 dataset: a single C3H5N3S molecule (the ωB97M-V functional and the def2-TZVPD basis).

Geometry as XYZ:
```
12
Properties=species:S:1:pos:R:3:lowdin_charge:R:1
H 0.2554 2.8851 0.3492 0.101
N -0.4915 2.2712 -0.1455 0.121
C -0.1889 1.0803 -0.2829 -0.556
N -1.1630 0.0431 -0.4880 0.013
C -0.6411 -1.3016 0.0431 -0.158
C 0.8431 -0.9955 -0.1929 -0.682
S 2.4175 -1.7859 -0.3274 0.521
N 0.9979 0.3783 -0.0544 0.032
H -1.9332 0.4009 0.3633 0.213
H -0.8751 -1.5428 1.0681 0.096
H -1.0075 -2.3658 -0.5079 0.176
H 1.7865 0.9326 0.1754 0.124
```

The energy relative to the best compared isomer or geometry (same formula, charge and spin) comes out at 60.8 kcal/mol. The LUMO energy is -0.42 eV. As for the molecular weight: 115.16 g/mol. The total charge is 0. As for the HOMO-LUMO gap: 8.34 eV. As for the total energy: -18495.2596 eV.